66
Properties=species:S:1:pos:R:3:forces:R:3 method="wB97M-V/def2-TZVPD" gap_ev=8.43 total_charge=0 multiplicity=1 homo_energy_ev=-8.181 e_above_lowest_ev=0.000 max_force_ev_per_a=0.431
Co 0.88724 -1.27363 0.89501 -0.214 -0.336 -0.164
C 4.06638 0.01508 0.77758 -0.058 -0.045 0.008
As 2.20568 0.57433 0.75607 0.266 0.169 0.133
C 2.36457 1.96238 2.10128 -0.061 0.017 -0.057
C 2.11394 1.54876 -0.92230 -0.071 -0.012 -0.015
C 3.07462 1.24288 -1.88373 0.066 -0.034 -0.009
C 3.11540 1.92927 -3.08558 -0.010 0.019 -0.026
C 2.19760 2.93860 -3.32959 0.017 -0.013 0.005
C 1.22823 3.22822 -2.38293 -0.016 -0.001 0.023
C 1.15384 2.53269 -1.17821 0.019 -0.093 -0.012
As -0.33019 2.86910 0.07320 0.039 0.074 0.011
C 0.01878 4.79048 0.33096 0.011 -0.001 0.004
C -1.75068 3.05243 -1.25912 -0.017 0.002 -0.003
H 4.70545 0.87470 0.58061 -0.006 -0.004 0.022
H 4.24783 -0.76148 0.03962 0.006 0.014 -0.001
H 4.26718 -0.39168 1.76702 0.013 0.018 -0.007
H 3.11931 2.66569 1.74876 -0.016 0.003 0.025
H 2.67993 1.49845 3.03271 0.027 -0.034 0.007
H 1.41474 2.45764 2.26703 -0.027 -0.006 -0.005
H 3.79903 0.45806 -1.70642 -0.046 0.038 -0.016
H 3.86297 1.67538 -3.82565 0.001 0.004 -0.002
H 2.22840 3.49113 -4.25981 -0.005 0.004 -0.004
H 0.50855 4.00873 -2.59710 -0.008 -0.006 0.000
H 0.91773 4.91752 0.93444 -0.008 -0.002 0.003
H -0.82131 5.23650 0.86402 -0.003 -0.011 -0.006
H 0.15481 5.30905 -0.61825 -0.012 -0.018 -0.001
H -1.55430 3.85884 -1.96398 0.020 0.005 0.010
H -2.68431 3.25930 -0.73890 -0.029 -0.015 0.021
H -1.85484 2.11146 -1.79361 -0.007 -0.017 0.000
F -4.88255 -3.95940 0.14959 0.004 -0.001 0.003
C -3.84961 -3.10974 0.13897 -0.033 0.047 -0.023
C -4.03773 -1.77844 -0.20087 -0.019 -0.045 0.009
F -5.26423 -1.34912 -0.51009 0.013 -0.007 0.007
C -2.97896 -0.88959 -0.21883 0.039 0.051 -0.001
F -3.22432 0.39435 -0.52047 0.035 -0.010 -0.007
C -1.67429 -1.29095 0.09299 -0.074 0.004 -0.001
O -0.64474 -0.47345 0.12130 0.020 0.045 0.037
C -1.54199 -2.63649 0.42481 -0.035 -0.041 -0.028
F -0.28065 -3.03305 0.78397 -0.003 0.062 0.021
C -2.57736 -3.54245 0.46373 0.073 0.003 0.005
F -2.35746 -4.81040 0.81218 -0.018 -0.001 0.001
C -0.56338 -1.77300 5.42734 0.000 0.005 -0.003
C -1.34075 -1.09666 4.30766 -0.017 -0.005 0.024
C -2.81941 -1.41615 4.41008 0.011 0.000 -0.005
O -0.84254 -1.64197 3.05876 0.013 -0.010 -0.027
B 0.09054 -0.76569 2.56535 -0.001 0.164 0.022
O 0.17712 0.38640 3.30722 0.001 -0.051 -0.054
C -1.00800 0.41596 4.15567 0.020 0.006 -0.014
C -2.07320 1.18219 3.38305 0.020 -0.002 0.000
C -0.66654 1.12852 5.44767 0.005 -0.007 -0.005
H -0.68547 -2.85183 5.33523 0.001 -0.003 -0.001
H -0.92970 -1.46478 6.40719 -0.001 0.004 0.004
H 0.50052 -1.54312 5.36040 0.005 -0.001 -0.003
H -2.95172 -2.49324 4.51396 0.001 -0.001 -0.003
H -3.35673 -1.09006 3.52109 0.001 -0.001 -0.001
H -3.25855 -0.93282 5.28515 0.003 0.004 0.003
H -2.31157 0.68586 2.44050 0.001 -0.011 -0.002
H -1.68602 2.17273 3.14462 -0.007 0.010 -0.001
H -2.98588 1.29106 3.96994 -0.004 0.007 -0.001
H 0.20122 0.68436 5.93087 0.004 -0.001 0.004
H -1.51155 1.08883 6.13782 -0.003 -0.001 0.003
H -0.44773 2.17635 5.24030 0.001 0.000 -0.003
O 2.33015 -2.38140 1.49990 0.080 -0.040 -0.043
C 2.63909 -2.82363 0.34032 -0.023 0.053 -0.016
O 2.11906 -2.36386 -0.68985 0.020 0.048 0.161
H 3.38904 -3.62563 0.29277 -0.005 0.005 -0.004

=====

72
Properties=species:S:1:pos:R:3:forces:R:3 method="wB97M-V/def2-TZVPD" gap_ev="8.03 / 7.60" total_charge=-2 multiplicity=2 homo_energy_ev="-3.588 / -3.602" max_force_ev_per_a=0.214
In 0.13379 0.10332 -0.11224 -0.028 -0.122 -0.166
C -4.25587 -0.85319 -1.66030 -0.145 0.032 0.006
C -2.87373 -0.30284 -1.55814 0.051 -0.003 -0.108
N -2.14107 -0.48858 -0.53659 0.064 -0.050 0.015
O -2.76553 -1.22683 0.45791 0.049 0.046 0.071
C -2.36141 0.46737 -2.70335 -0.034 -0.025 0.042
C -3.12836 0.51932 -3.98990 -0.026 -0.059 -0.059
N -1.27565 1.12551 -2.59087 0.055 0.058 0.028
O -0.68439 1.84086 -3.38341 0.023 0.001 0.055
H -4.64177 -1.07280 -0.66955 -0.011 0.007 -0.050
H -4.22277 -1.77728 -2.24336 -0.016 -0.007 0.003
H -4.91188 -0.14543 -2.16564 0.009 -0.025 0.000
H -2.43602 -0.86153 1.30055 -0.013 0.004 -0.006
H -3.42501 -0.48460 -4.29596 0.018 0.012 0.012
H -2.50099 0.95336 -4.76559 -0.006 -0.015 0.001
H -4.02583 1.13380 -3.88103 0.010 0.008 -0.018
O 2.70518 -1.39746 -0.97287 0.054 0.141 -0.050
C 1.94631 -1.61072 -1.89955 0.047 -0.055 -0.049
C 2.37520 -2.21688 -3.22620 0.029 0.024 0.008
C 1.05533 -2.61224 -3.85819 -0.031 -0.020 0.011
C 0.00399 -1.94068 -2.96606 0.121 0.069 -0.068
O -1.18763 -1.99349 -3.23485 -0.034 0.001 0.063
N 0.59685 -1.34528 -1.88882 -0.131 -0.062 0.037
H 3.07939 -3.03129 -3.06070 -0.009 -0.004 0.018
H 2.88651 -1.41698 -3.76536 -0.018 -0.005 -0.012
H 0.87501 -3.68905 -3.82824 -0.002 0.000 -0.017
H 0.91183 -2.28027 -4.88601 0.001 0.024 0.010
O 2.71025 1.16979 -2.87943 -0.004 -0.092 0.049
C 2.57543 1.39635 -1.68068 0.013 0.098 -0.057
O 1.46587 1.46230 -1.03650 -0.086 -0.002 -0.046
C 3.80651 1.69803 -0.84334 0.013 -0.015 0.008
C 5.06643 1.63516 -1.42608 -0.004 -0.004 -0.009
C 6.20249 1.89078 -0.67308 0.013 0.005 0.003
C 6.08304 2.21326 0.67402 -0.006 -0.004 -0.002
C 4.82513 2.27691 1.25852 0.002 0.000 -0.005
C 3.68725 2.01996 0.50370 -0.015 -0.002 0.019
H 5.12572 1.37369 -2.47473 0.008 0.000 -0.003
H 7.18344 1.83281 -1.13201 -0.001 0.000 0.000
H 6.96966 2.40775 1.26759 0.002 0.002 -0.002
H 4.72504 2.51998 2.30985 -0.003 -0.001 -0.003
H 2.70105 2.05851 0.95221 0.034 -0.008 0.005
F -2.30161 0.04512 2.90139 -0.030 -0.017 0.074
As -3.58784 0.02430 4.10933 -0.011 0.044 0.014
F -4.08759 -1.53069 3.52932 -0.010 -0.040 -0.030
F -4.63900 0.79646 2.96255 -0.009 -0.005 0.011
F -4.86104 0.01840 5.29561 0.048 -0.013 -0.044
F -3.06356 1.58742 4.66272 -0.012 0.008 0.037
F -2.50872 -0.73497 5.23344 -0.016 0.009 -0.011
O 0.73873 2.02276 2.13494 0.038 0.014 -0.004
C -0.38231 2.35142 1.78334 -0.127 0.058 0.014
C -1.28201 3.30310 2.55473 0.048 -0.042 -0.004
C -2.51127 3.42284 1.67110 -0.003 -0.004 -0.031
C -2.21661 2.50347 0.48604 -0.082 0.016 0.045
O -2.98492 2.37206 -0.45127 0.054 0.018 0.016
N -0.99885 1.89293 0.64709 0.194 0.024 0.087
H -0.75022 4.23939 2.72733 -0.003 0.009 -0.013
H -1.49672 2.84531 3.51962 0.010 0.026 -0.009
H -2.68895 4.42911 1.28898 -0.013 0.003 0.002
H -3.42721 3.07178 2.14754 0.023 -0.013 0.011
C -0.40530 -3.20684 1.29522 0.018 -0.017 0.013
C 0.96233 -2.54955 1.44511 0.029 -0.023 -0.049
C 1.69769 -3.13236 2.65464 -0.029 0.005 0.005
C 0.86536 -1.03221 1.56919 -0.067 0.072 0.074
H -0.32086 -4.29873 1.30664 -0.004 0.001 -0.018
H -0.89102 -2.91219 0.36403 0.019 -0.017 0.010
H -1.06685 -2.91424 2.11622 -0.003 -0.013 0.018
H 1.55504 -2.77992 0.55453 -0.024 -0.006 0.062
H 1.13691 -2.92734 3.57185 0.004 -0.001 0.006
H 2.68813 -2.68416 2.75962 0.003 -0.001 -0.005
H 1.81780 -4.21754 2.56644 0.004 -0.005 0.003
H 1.86442 -0.60646 1.70104 -0.028 -0.003 0.014
H 0.28731 -0.75015 2.45597 -0.013 -0.040 -0.033

=====

75
Properties=species:S:1:pos:R:3:forces:R:3 method="wB97M-V/def2-TZVPD" gap_ev=1.24 total_charge=-1 multiplicity=1 homo_energy_ev=-1.292 max_force_ev_per_a=4.400
C -0.08520 -1.33622 0.88894 -0.601 -0.908 0.498
C -0.40626 -2.03240 -0.44106 0.814 0.435 -0.084
O -1.28315 -1.26762 -1.32150 0.473 -1.088 0.986
C -2.57133 -1.00163 -0.71052 0.025 1.575 -0.531
C -2.57674 0.45543 -0.26203 1.259 0.414 -1.306
C -3.49002 0.88734 0.62091 -1.383 -0.232 1.895
N -4.44967 0.07230 1.15438 1.667 2.137 1.072
C -3.39954 2.37208 1.04460 1.134 -1.007 0.356
O -4.38846 3.05107 1.16745 -0.339 0.396 -0.011
C -1.99909 2.88706 1.23051 0.255 -0.495 -0.339
C -1.07409 2.46179 0.34618 -0.124 -0.080 -0.212
C 0.35597 2.85927 0.40292 0.862 0.360 1.587
C 0.99255 2.85595 1.67020 1.343 0.926 -1.429
C 2.37875 3.22061 1.75160 -2.069 -0.617 0.750
C 2.99403 3.53869 0.55099 1.303 0.247 0.744
N 2.43101 3.57138 -0.65485 -0.344 -0.081 0.676
C 1.15371 3.22665 -0.68773 -1.142 -0.046 -0.897
C -1.55936 1.48706 -0.75017 -0.853 -0.770 0.963
O -1.19545 1.58518 -1.89573 0.285 0.093 -0.419
H 0.98273 -1.47408 1.07609 -0.381 0.094 0.158
H -0.25002 -0.25751 0.87331 0.189 -0.285 -0.363
H -0.68546 -1.78043 1.70530 0.262 0.127 -0.231
H 0.54694 -2.13869 -0.98674 -0.435 0.207 -0.065
H -0.76517 -3.11346 -0.28269 -0.033 1.102 0.080
H -3.35516 -1.16448 -1.48172 -0.017 0.006 0.460
H -2.78320 -1.63677 0.16789 0.069 0.110 -0.265
H -4.99970 -0.46785 0.41809 -1.012 -0.894 -1.654
H -5.05256 0.55233 1.81062 -0.205 0.033 -0.203
H -1.73515 3.55195 2.05576 -0.373 0.094 -0.375
H 0.43016 2.57022 2.53893 0.027 -0.111 -0.241
H 2.89857 3.21210 2.76065 -0.469 0.160 -1.602
H 4.05934 3.80170 0.59894 -0.308 -0.042 -0.187
H 0.66683 3.23920 -1.66821 0.281 -0.022 0.253
Na -1.91125 -3.05572 -2.13922 -0.638 -0.601 -0.537
F 1.48125 0.76649 0.28356 0.401 -0.783 -0.013
Li -4.38207 2.36845 -1.26154 -1.347 -0.981 0.387
O 4.78380 4.29031 4.03262 0.111 -0.033 0.223
H 4.62501 5.21189 4.26295 -0.112 -0.013 -0.069
H 5.74345 4.21589 4.01252 -0.015 -0.036 -0.069
C -0.30671 2.45142 6.36793 -1.161 0.904 0.079
Cl -0.12495 2.43237 4.59509 -0.772 0.321 -0.156
Cl -2.01620 2.73019 6.79146 0.003 0.009 -0.017
Cl 0.23505 0.85919 7.04590 -2.448 -1.427 2.329
Cl 0.71265 3.76103 7.05340 0.267 0.284 0.131
O 2.65175 -3.23426 1.33370 0.024 -0.347 -0.162
C 3.71890 -2.82469 0.98019 -0.056 0.227 0.417
O 4.53880 -3.51344 0.14595 -0.126 0.026 0.025
C 5.78767 -2.81057 0.00151 0.348 0.117 -0.190
C 5.47782 -1.36969 0.36553 0.069 0.215 0.036
C 4.37818 -1.52898 1.40645 0.098 0.327 -0.482
H 6.51764 -3.26016 0.67351 -0.029 0.029 0.011
H 6.14455 -2.90660 -1.02268 -0.191 -0.182 -0.025
H 6.34774 -0.82012 0.72277 0.040 -0.093 -0.007
H 5.08231 -0.84311 -0.50469 -0.029 0.013 0.055
H 4.78572 -1.65283 2.41286 -0.072 -0.060 0.025
H 3.67023 -0.69788 1.37635 -0.213 -0.149 0.108
N -2.61384 -1.84152 -6.21049 0.043 -0.078 0.001
C -2.19049 -1.18264 -7.33150 0.082 0.041 0.048
C -2.49343 -1.96109 -8.41626 0.020 0.027 -0.003
C -3.13018 -3.13470 -7.93112 0.016 -0.069 0.000
C -3.19236 -3.03020 -6.56802 0.085 -0.024 0.113
H -2.51558 -1.50192 -5.27004 -0.143 0.144 -0.126
H -1.71127 -0.22112 -7.25949 -0.018 -0.010 -0.014
H -2.28379 -1.71634 -9.44438 -0.021 0.011 0.014
H -3.50109 -3.95959 -8.51669 -0.018 0.019 0.014
H -3.59650 -3.69610 -5.82384 -0.092 0.024 -0.051
O 7.10884 -3.85597 2.86072 -0.124 -0.022 0.129
H 6.39785 -4.50201 2.77969 0.039 -0.029 -0.041
H 6.88065 -3.35496 3.65025 0.064 0.001 0.002
O -5.59170 -0.84013 -0.85734 1.132 -0.319 0.063
P -7.07893 -0.31389 -0.94680 -1.137 -0.227 -0.471
O -7.04415 1.20063 -0.65671 1.059 1.021 0.005
O -7.95027 -1.02867 0.09949 0.340 0.017 0.133
O -7.65808 -0.57664 -2.34646 0.456 -0.059 0.053
Cs 2.43711 1.15940 5.56158 3.902 -0.074 -2.032